# 1
A structure of composition C24H35CsN4O5Se2, computed with ωB97M-V/def2-TZVPD.

Properties
- Largest force on an atom: 0.3 eV/Å
- ΔE to the lowest compared entry with this formula, charge and spin: 0.0000 eV
- E_HOMO: -7.38 eV
- E_tot: -172897.545 eV

Cartesian coordinates (Å):
Cs -1.966 -0.732 4.004
O -1.720 -1.930 -3.051
C -1.861 -1.653 -1.731
O -1.656 -0.562 -1.280
C -2.235 -2.898 -0.972
O -2.599 -2.566 0.323
C -2.760 -3.722 1.143
C -3.040 -3.217 2.563
O -3.995 -2.411 2.693
O -2.228 -3.543 3.456
H -1.449 -1.103 -3.476
H -1.359 -3.565 -1.004
H -3.040 -3.406 -1.520
H -1.839 -4.311 1.145
H -3.592 -4.332 0.769
C -2.225 2.534 -1.537
N -3.334 1.803 -0.959
C -4.313 1.143 -1.669
C -5.104 0.525 -0.770
N -4.599 0.813 0.480
C -5.173 0.340 1.731
C -3.500 1.589 0.365
Se -2.443 2.279 1.719
H -2.437 2.702 -2.591
H -1.309 1.955 -1.435
H -2.106 3.486 -1.025
H -4.356 1.172 -2.743
H -5.974 -0.092 -0.900
H -6.247 0.235 1.594
H -4.976 1.087 2.497
H -4.747 -0.625 2.007
C 3.855 -3.446 0.233
C 3.987 -2.106 -0.482
C 2.991 -1.939 -1.628
C 1.557 -1.687 -1.172
N 1.399 -0.374 -0.566
C 1.261 -0.112 0.762
Se 1.176 -1.351 2.109
N 1.182 1.236 0.897
C 1.151 1.947 2.166
C 2.511 2.039 2.849
C 3.623 2.690 2.021
C 4.352 1.734 1.078
C 1.228 1.838 -0.350
C 1.162 3.165 -0.745
C 1.216 3.425 -2.106
C 1.335 2.394 -3.041
C 1.414 1.067 -2.644
C 1.362 0.811 -1.282
H 4.589 -3.535 1.034
H 4.014 -4.274 -0.461
H 2.870 -3.558 0.688
H 4.999 -2.004 -0.882
H 3.857 -1.291 0.236
H 2.991 -2.842 -2.246
H 3.302 -1.117 -2.278
H 1.234 -2.416 -0.429
H 0.871 -1.740 -2.020
H 0.436 1.432 2.806
H 0.743 2.936 1.960
H 2.819 1.037 3.158
H 2.351 2.615 3.764
H 4.358 3.111 2.711
H 3.222 3.540 1.458
H 4.725 0.868 1.628
H 5.207 2.227 0.611
H 3.713 1.366 0.274
H 1.054 3.966 -0.027
H 1.163 4.449 -2.451
H 1.377 2.636 -4.095
H 1.521 0.269 -3.367

Here are the Mulliken charges for atoms 1 to 4, given in e:
1. Cs 1.087
2. O -0.584
3. C 0.228
4. O -0.099

***

# 2
A cluster of 2 separate species, CH6O2 in total in a non-equilibrium geometry, computed with ωB97M-V/def2-TZVPD.

Properties
- Largest force on an atom: 1.2 eV/Å
- SMILES: CO.O
- ΔE to the lowest compared entry with this formula, charge and spin: 0.3461 eV
- E_HOMO: -10.66 eV
- E_tot: -5228.545 eV

Cartesian coordinates (Å):
C 0.979 1.615 -0.366
O -0.452 1.607 -0.523
H 1.244 1.781 0.685
H 1.427 0.706 -0.764
H 1.409 2.514 -0.820
H -0.719 1.337 0.359
O -1.105 -3.419 0.696
H -1.733 -2.744 0.981
H -1.050 -3.397 -0.247

Here are the Mulliken charges for atoms 1 to 4, given in e:
1. C -0.536
2. O -0.481
3. H 0.259
4. H 0.222